## one
Formula: CH2N2O2S
Source: OMol25
Level of theory: ωB97M-V/def2-TZVPD

```
! RIJCOSX wB97M-V def2-TZVPD def2/J DEFGRID3
* xyz 0 1
C 0.33 0.04 0.14
N 1.64 -0.48 -0.31
N -0.79 -0.08 -0.56
O 1.41 -1.21 -1.29
O -0.69 1.41 1.98
S 0.64 0.97 1.51
H -0.76 -0.91 -1.22
H -1.78 0.27 -0.24
*
```

Properties
frontier orbital gap (spin up / spin down)	7.52 / 7.26	eV
HOMO level (spin up / spin down)	-9.00 / -8.85	eV

Here are the Mulliken charges for atoms 1 to 6, given in e: atom 1 (C): 0.47, atom 2 (N): 0.02, atom 3 (N): -0.44, atom 4 (O): -0.39, atom 5 (O): -0.53, atom 6 (S): 0.29

=====

## two
Formula: CH2N2O2S
Source: OMol25
Level of theory: ωB97M-V/def2-TZVPD

```
! RIJCOSX wB97M-V def2-TZVPD def2/J DEFGRID3
* xyz 0 1
C 0.00 0.28 -0.11
N 0.81 -0.64 0.35
N -1.33 0.30 -0.10
O 0.97 -1.97 -0.12
O 2.01 -1.06 -0.23
S 0.94 2.39 -0.11
H -1.67 -0.53 0.32
H -1.73 1.23 0.01
*
```

Properties
frontier orbital gap	7.63	eV
HOMO level	-8.34	eV

Here are the Mulliken charges for atoms 1 to 6, given in e: atom 1 (C): 0.19, atom 2 (N): 0.12, atom 3 (N): -0.31, atom 4 (O): -0.15, atom 5 (O): -0.05, atom 6 (S): -0.35

=====

Stability summary: most stable one, least stable two.

=====

## one
Formula: CH2N2O2S
Source: OMol25
Level of theory: ωB97M-V/def2-TZVPD

```
! RIJCOSX wB97M-V def2-TZVPD def2/J DEFGRID3
* xyz 0 1
C -0.96 0.25 0.42
N -0.76 0.04 -0.91
N -0.14 -0.51 -1.68
O 2.05 0.85 0.58
O 1.34 -1.18 -0.53
S 1.31 -0.39 0.65
H -1.15 1.38 0.69
H -1.69 -0.45 0.77
*
```

Properties
frontier orbital gap	9.52	eV
HOMO level	-9.52	eV

Here are the Mulliken charges for atoms 1 to 6, given in e: atom 1 (C): -0.41, atom 2 (N): 0.24, atom 3 (N): -0.08, atom 4 (O): -0.47, atom 5 (O): -0.42, atom 6 (S): 0.63

=====

## two
Formula: CH2N2O2S
Source: OMol25
Level of theory: ωB97M-V/def2-TZVPD

```
! RIJCOSX wB97M-V def2-TZVPD def2/J DEFGRID3
* xyz 0 1
C 1.36 -0.08 -0.16
N -3.10 1.17 0.05
N -2.01 1.23 -0.11
O -0.95 -0.83 1.01
O 1.42 -1.49 -0.03
S -0.25 -0.99 -0.21
H 1.66 0.38 -1.13
H 1.85 0.61 0.57
*
```

Properties
frontier orbital gap	10.41	eV
HOMO level	-10.07	eV

Here are the Mulliken charges for atoms 1 to 6, given in e: atom 1 (C): -0.20, atom 2 (N): -0.17, atom 3 (N): 0.16, atom 4 (O): -0.45, atom 5 (O): -0.33, atom 6 (S): 0.53

=====

Stability summary: most stable two, least stable one.

=====

## one
Formula: C3H9N2O2
Source: OMol25
Level of theory: ωB97M-V/def2-TZVPD

```
! RIJCOSX wB97M-V def2-TZVPD def2/J DEFGRID3
* xyz 1 1
C -0.76 1.22 1.34
C 0.06 -0.07 1.61
O 1.12 -0.14 0.60
C 0.77 -0.38 -0.62
N 1.60 -0.30 -1.61
N -0.56 -0.74 -0.73
O -0.96 -0.74 -2.07
H 0.04 2.03 1.22
H -1.24 1.04 0.44
H -1.48 1.51 2.03
H -0.36 -1.05 1.69
H 0.60 0.16 2.50
H 2.59 -0.02 -1.54
H 1.45 -0.47 -2.58
H -1.29 -0.67 -0.09
H -1.56 -1.39 -2.20
*
```

Properties
frontier orbital gap	11.96	eV
HOMO level	-14.97	eV

Here are the Mulliken charges for atoms 1 to 6, given in e: atom 1 (C): -1.04, atom 2 (C): -0.49, atom 3 (O): -0.37, atom 4 (C): 0.64, atom 5 (N): -0.32, atom 6 (N): -0.01

=====

## two
Formula: C3H9N2O2
Source: OMol25
Level of theory: ωB97M-V/def2-TZVPD

```
! RIJCOSX wB97M-V def2-TZVPD def2/J DEFGRID3
* xyz 1 1
C 1.26 2.20 0.24
C 0.65 -2.39 -0.79
C -2.05 0.92 0.09
N 1.02 -0.14 -0.34
N 0.70 0.92 0.16
O 0.24 -1.13 -0.24
O -1.09 0.64 0.95
H 2.34 2.12 0.54
H 0.61 2.69 0.93
H 1.27 2.74 -0.70
H 1.34 -2.14 -1.66
H -0.30 -2.90 -1.12
H 1.23 -2.86 -0.03
H -2.23 1.97 0.06
H -2.78 0.31 0.60
H -1.92 0.40 -0.92
*
```

Properties
frontier orbital gap (spin up / spin down)	9.14 / 8.77	eV
HOMO level (spin up / spin down)	-15.02 / -15.34	eV

Here are the Mulliken charges for atoms 1 to 6, given in e: atom 1 (C): -0.64, atom 2 (C): -0.44, atom 3 (C): -0.42, atom 4 (N): -0.20, atom 5 (N): 0.39, atom 6 (O): 0.03

=====

## three
Formula: C3H9N2O2
Source: OMol25
Level of theory: ωB97M-V/def2-TZVPD

```
! RIJCOSX wB97M-V def2-TZVPD def2/J DEFGRID3
* xyz 1 1
N -1.01 1.13 -1.69
C -0.94 0.76 -0.40
O -1.48 1.37 0.51
C -0.23 -0.56 -0.07
N -0.59 -0.83 1.35
C 1.29 -0.42 -0.16
O 1.69 0.32 0.97
H -1.52 2.00 -1.85
H -0.37 0.84 -2.42
H -0.59 -1.36 -0.72
H -0.05 -0.20 1.95
H -1.59 -0.67 1.47
H -0.42 -1.82 1.55
H 1.76 -1.42 -0.18
H 1.54 0.07 -1.11
H 2.52 0.80 0.81
*
```

Properties
frontier orbital gap	11.27	eV
HOMO level	-14.66	eV

Here are the Mulliken charges for atoms 1 to 6, given in e: atom 1 (N): -0.37, atom 2 (C): 0.50, atom 3 (O): -0.59, atom 4 (C): -0.15, atom 5 (N): -0.30, atom 6 (C): -0.54

=====

Stability summary: most stable three, least stable two.

=====

## one
Formula: C4H7ClN2
Source: OMol25
Level of theory: ωB97M-V/def2-TZVPD

```
! RIJCOSX wB97M-V def2-TZVPD def2/J DEFGRID3
* xyz 0 1
C 0.43 1.27 0.17
N 0.09 -0.02 -0.39
C 0.60 -1.04 0.51
N -0.29 -2.14 0.34
C -1.28 -1.85 -0.32
C -1.35 -0.38 -0.79
Cl -2.47 0.60 0.28
H 0.09 2.03 -0.59
H -0.27 1.23 1.03
H 1.40 1.51 0.41
H 0.69 -0.80 1.57
H 1.70 -1.24 0.26
H -2.07 -2.68 -0.49
H -1.56 -0.35 -1.82
*
```

Properties
frontier orbital gap	9.78	eV
HOMO level	-8.95	eV

Here are the Mulliken charges for atoms 1 to 6, given in e: atom 1 (C): -0.96, atom 2 (N): -0.13, atom 3 (C): -0.41, atom 4 (N): -0.41, atom 5 (C): -0.16, atom 6 (C): 0.08

=====

## two
Formula: C4H7ClN2
Source: OMol25
Level of theory: ωB97M-V/def2-TZVPD

```
! RIJCOSX wB97M-V def2-TZVPD def2/J DEFGRID3
* xyz 0 1
C 2.02 0.00 0.14
C 0.63 -0.01 -0.62
C -0.44 -0.50 0.36
C -2.04 0.12 0.11
Cl -3.34 -1.09 0.00
N -2.13 1.39 -0.52
N -2.31 1.36 0.70
H 2.93 0.36 -0.46
H 2.21 -1.03 0.41
H 1.79 0.72 0.87
H 0.72 -0.67 -1.60
H 0.47 0.99 -1.20
H -0.09 -0.11 1.41
H -0.42 -1.53 0.40
*
```

Properties
frontier orbital gap	10.61	eV
HOMO level	-10.36	eV

Here are the Mulliken charges for atoms 1 to 6, given in e: atom 1 (C): -1.15, atom 2 (C): -0.31, atom 3 (C): -0.84, atom 4 (C): 0.72, atom 5 (Cl): -0.22, atom 6 (N): -0.24

=====

Stability summary: most stable one, least stable two.